1.
Entry from OMol25: C31H38AsCr as an isolated structure in a non-equilibrium geometry (ωB97M-V/def2-TZVPD).

Properties
- DFT total energy (eV) = -122008.433
- <S²> = 4.044

```
! wB97M-V def2-TZVPD RIJCOSX def2/J DEFGRID3
* xyz 2 4
C 1.3519 1.9245 -2.0216
H 2.2818 2.4984 -1.8896
H 1.5274 1.2801 -2.9017
H 1.2278 1.3206 -1.0699
C 0.1917 2.8807 -2.2473
H -0.6787 2.3294 -2.6310
H -0.1214 3.3012 -1.2829
C 0.5769 4.0090 -3.2055
H -0.2679 4.6787 -3.3908
H 1.3984 4.6015 -2.7860
H 0.9132 3.6079 -4.1689
C -0.9374 -2.2201 -1.3330
C -1.5857 -1.3412 -2.2664
C -0.6149 -0.9691 -3.2635
C 0.6340 -1.5978 -2.9242
C 0.4346 -2.3638 -1.7248
C 1.4089 -3.3071 -1.1051
C 1.8677 -1.5604 -3.7556
C -0.8652 -0.1939 -4.5090
C -3.0420 -1.0278 -2.2816
C -1.6231 -3.0339 -0.2950
Cr 0.0327 -0.2639 -1.3299
H 2.7503 -1.8361 -3.1679
H 1.7982 -2.2484 -4.6107
H 2.0373 -0.5542 -4.1609
H 2.4391 -3.0571 -1.3845
H 1.3481 -3.2851 -0.0074
H 1.2140 -4.3409 -1.4307
H -2.4657 -2.4989 0.1551
H -2.0088 -3.9659 -0.7339
H -0.9505 -3.3085 0.5253
H -3.2475 -0.1505 -2.9051
H -3.6323 -1.8665 -2.6817
H -3.4078 -0.8174 -1.2671
H -0.0367 0.5006 -4.7038
H -0.9484 -0.8493 -5.3888
H -1.7868 0.3920 -4.4324
C -0.1171 4.3186 3.8369
C 0.8032 4.1711 2.7911
C 0.7950 3.0146 2.0029
C -0.1489 2.0077 2.2608
C -1.0649 2.1443 3.3139
C -1.0493 3.3077 4.0961
As -0.0755 0.3926 1.1141
C 1.6712 -0.3521 1.7151
C 2.6352 -0.6666 0.7400
C 3.9263 -1.0391 1.1302
C 4.2694 -1.0704 2.4879
C 3.3096 -0.7582 3.4578
C 2.0095 -0.3927 3.0750
C -1.5475 -0.6186 1.9409
C -1.3021 -1.6510 2.8523
C -2.3875 -2.3087 3.4480
C -3.6983 -1.9618 3.1074
C -3.9389 -0.9494 2.1713
C -2.8638 -0.2820 1.5733
H -0.1039 5.2214 4.4509
H 1.5343 4.9537 2.5844
H 1.5255 2.8875 1.1997
H -1.7836 1.3496 3.5258
H -1.7712 3.4173 4.9073
H 2.3900 -0.6023 -0.3326
H 4.6637 -1.3010 0.3675
H 5.2863 -1.3376 2.7830
H 3.5706 -0.7943 4.5178
H 1.2703 -0.1253 3.8335
H -0.2758 -1.9336 3.0968
H -2.1977 -3.0897 4.1880
H -4.5404 -2.4740 3.5783
H -4.9611 -0.6629 1.9120
H -3.0458 0.5182 0.8502
*
```

2.
Entry from OMol25: C31H38BrN2O8PSTeTi as an isolated structure in a non-equilibrium geometry (ωB97M-V/def2-TZVPD).

Properties
- ΔE to the lowest compared entry with this formula, charge and spin (eV) = 0.399

```
! wB97M-V def2-TZVPD RIJCOSX def2/J DEFGRID3
* xyz 0 1
Ti -0.2949 0.2568 -0.0712
C 0.2992 -2.0132 -1.0752
C -0.1141 -2.0324 0.2744
C -1.4836 -1.6866 0.3122
C -1.9054 -1.4644 -1.0170
C -0.8085 -1.6773 -1.8686
H 1.3105 -2.1752 -1.4161
H 0.5038 -2.2386 1.1320
H -2.0992 -1.6516 1.1956
H -2.8880 -1.1411 -1.3132
H -0.8073 -1.5400 -2.9379
Br 1.1246 0.7809 -2.5765
C -0.2751 1.8473 -3.2919
C -0.0446 2.4762 -4.4775
C -1.0629 3.2736 -5.0395
C -2.2566 3.4017 -4.3953
C -2.4980 2.7517 -3.1594
C -3.7398 2.9011 -2.4980
C -3.9607 2.2714 -1.3115
C -2.9534 1.4679 -0.7354
C -1.7250 1.2920 -1.3203
C -1.4878 1.9445 -2.5648
H 0.9066 2.3653 -4.9792
H -0.8852 3.7766 -5.9806
H -3.0468 4.0095 -4.8193
H -4.5021 3.5220 -2.9527
H -4.9079 2.3849 -0.7991
H -3.1827 0.9855 0.2082
C 2.1283 -4.2172 3.0976
C 0.8359 -3.6876 3.6539
C 0.8342 -2.7324 4.6701
C -0.3513 -2.2214 5.1662
C -1.5550 -2.6648 4.6333
C -1.5809 -3.6097 3.6201
C -0.3835 -4.1196 3.1418
S -3.0807 -2.0652 5.2849
O -3.1556 -2.3250 6.6934
O -4.1221 -2.5383 4.4153
N -2.8907 -0.4376 5.1675
C -2.8683 0.1752 3.8395
C -1.8067 1.2691 3.7639
C -1.5733 1.7063 2.3332
O -1.9629 2.7596 1.8938
O -0.9943 0.7635 1.6020
H 2.9285 -4.1530 3.8344
H 2.4307 -3.6382 2.2216
H 2.0252 -5.2578 2.7911
H 1.7777 -2.3904 5.0776
H -0.3529 -1.4893 5.9632
H -2.5313 -3.9361 3.2206
H -0.3977 -4.8608 2.3518
H -3.4676 0.0178 5.8633
H -3.8495 0.5857 3.5904
H -2.6540 -0.6032 3.1065
H -0.8737 0.8805 4.1770
H -2.1165 2.1427 4.3361
C 1.0194 4.5133 0.3172
C 0.8948 3.0627 0.6633
N 1.3876 2.6489 1.8308
O 0.3347 2.3109 -0.1491
H 1.5428 5.0868 1.0792
H 0.0169 4.9150 0.1742
H 1.5581 4.5840 -0.6273
H 1.9329 3.2813 2.3872
H 1.4545 1.6575 2.0121
C 4.6645 -2.5975 -1.4746
C 4.7755 -1.8971 -0.1418
O 3.4670 -1.4445 0.2523
P 3.1264 0.0636 0.6752
O 1.6126 0.1159 0.5999
Te 4.3614 1.6715 -0.4842
O 3.3620 0.1205 2.2666
C 4.6891 0.1280 2.8201
C 4.6930 1.0114 4.0446
H 5.6347 -3.0002 -1.7681
H 4.3364 -1.8932 -2.2397
H 3.9508 -3.4202 -1.4199
H 5.4514 -1.0420 -0.2094
H 5.1302 -2.5711 0.6404
H 5.3918 0.5060 2.0732
H 4.9560 -0.9021 3.0682
H 4.4820 2.0435 3.7634
H 5.6704 0.9791 4.5270
H 3.9414 0.6835 4.7631
*
```